78
Properties=species:S:1:pos:R:3:forces:R:3:mulliken_charge:R:1 method="wB97M-V/def2-TZVPD" charge=+1 orbital_gap_ev=4.3 homo_ev=-9.33
C 1.85280 3.44071 8.74610 0.491 1.258 -0.386 -0.860
C 2.23756 3.45194 7.22160 0.060 -0.986 0.573 -0.616
C 1.53809 2.28968 6.37403 1.517 0.271 -0.075 0.478
C 1.50373 0.90114 7.13382 0.121 0.121 -0.417 -1.468
P -0.10045 2.79218 5.63573 2.271 0.134 0.049 0.076
I -0.00276 4.97651 4.50015 -0.159 -1.221 0.618 0.237
P -1.80524 2.92051 7.01092 -2.612 0.015 1.586 0.314
O -1.62513 1.77064 8.23382 0.646 1.544 -1.462 -0.418
Cl -1.67005 4.79232 8.00316 0.551 -1.221 -0.641 -0.173
H 0.83963 3.89114 8.87142 0.631 -0.712 0.176 0.156
H 2.56223 4.15098 9.25532 -0.701 -0.652 -0.407 0.367
H 1.98493 2.46096 9.25436 -0.360 0.643 -0.541 0.280
H 2.07879 4.46137 6.77397 0.065 -0.782 0.313 0.261
H 3.33492 3.22230 7.15293 -0.966 0.260 -0.086 0.341
H 2.23452 2.13016 5.49982 -0.961 0.229 0.485 0.208
H 1.43014 0.09161 6.36018 -0.199 0.571 0.930 0.417
H 0.71790 0.83094 7.91865 0.433 -0.002 -0.761 0.346
H 2.48751 0.76378 7.65744 -0.807 0.263 -0.593 0.379
H -0.44043 1.83155 4.62816 -0.136 0.436 0.485 0.331
H -2.42203 1.85277 8.78583 0.093 -0.197 -0.033 0.351
O -0.45433 1.27750 1.03724 -1.997 2.948 1.036 -0.926
P -0.04980 2.39073 0.05443 4.198 -3.821 -3.717 0.756
N -0.42132 1.54118 -1.39027 -0.422 0.162 -0.976 0.399
C 0.27020 0.33640 -1.82013 0.365 -0.220 0.250 -1.149
C -1.86177 1.37695 -1.58488 -0.148 0.401 0.265 -1.151
N 1.60844 2.42264 0.52839 0.505 0.470 1.501 0.309
C 2.71541 1.87153 -0.22605 0.078 0.378 -0.481 -1.105
C 1.85274 2.22088 1.94965 -0.212 -0.393 -0.025 -0.899
N 0.28871 3.81338 -0.92888 -1.297 0.685 2.000 0.056
C 0.49313 3.90847 -2.36323 -0.901 -0.130 -0.636 -0.787
C 0.68710 5.02201 -0.21862 -0.100 0.081 0.113 -0.988
H -0.06311 0.04449 -2.81832 -0.261 0.013 0.172 0.464
H 0.10956 -0.50735 -1.13881 0.024 -0.100 -0.062 0.227
H 1.33855 0.49492 -1.93741 0.089 0.097 0.231 0.278
H -2.35548 2.35562 -1.57676 -0.025 -0.006 0.089 0.367
H -2.31116 0.76140 -0.79694 -0.057 -0.054 -0.039 0.295
H -2.08613 0.91976 -2.55064 0.251 0.006 0.013 0.347
H 2.73716 0.77666 -0.17654 0.003 -0.030 -0.057 0.374
H 3.66594 2.24078 0.17172 -0.108 0.030 0.130 0.351
H 2.70255 2.18654 -1.26801 -0.198 -0.095 -0.075 0.247
H 1.83921 1.15536 2.21417 0.009 -0.033 0.166 0.348
H 1.08787 2.72873 2.53797 -0.050 -0.070 0.032 -0.096
H 2.81790 2.64145 2.24467 0.078 0.045 -0.211 0.459
H 1.37692 3.35739 -2.69225 -0.052 -0.160 0.109 0.221
H 0.62826 4.94866 -2.67534 0.013 0.045 0.392 0.377
H -0.37095 3.55371 -2.92328 0.142 -0.136 -0.006 0.259
H 1.77397 5.15300 -0.23972 0.000 -0.009 -0.014 0.320
H 0.36997 4.98241 0.82613 0.094 -0.060 -0.002 0.178
H 0.21982 5.91191 -0.65131 0.000 -0.066 -0.007 0.437
O -0.26311 -2.20734 -3.87713 -2.652 1.844 -1.716 -0.808
P -1.24917 -3.25933 -4.41086 3.308 -5.316 2.526 0.828
N -1.64260 -3.95368 -2.88596 -0.948 -0.514 0.851 0.229
C -0.68707 -4.65750 -2.05241 0.478 0.009 -0.172 -1.032
C -2.45245 -3.05905 -2.06026 -0.146 0.241 -0.404 -1.108
N -0.08813 -4.10810 -5.35743 0.740 0.656 -1.210 0.270
C 0.50671 -5.38175 -5.01421 -0.530 -0.386 -0.089 -1.098
C 0.91324 -3.27693 -6.02478 0.007 0.293 0.332 -1.107
N -2.47860 -4.29018 -5.13795 -0.242 2.227 -0.880 0.006
C -3.15352 -5.44556 -4.57710 -0.735 0.252 0.786 -0.790
C -2.67404 -4.16215 -6.57755 -0.028 0.206 -0.119 -1.070
H -1.19612 -5.10230 -1.19254 -0.146 0.261 -0.019 0.380
H 0.11539 -4.00523 -1.68554 0.068 -0.040 0.076 0.272
H -0.24323 -5.50641 -2.56445 0.107 0.106 -0.197 0.307
H -3.36311 -2.77394 -2.59886 0.039 0.077 -0.028 0.348
H -1.90908 -2.14255 -1.79907 -0.017 0.031 0.083 0.156
H -2.77350 -3.54532 -1.13648 0.116 -0.156 -0.108 0.419
H 1.25189 -5.28142 -4.21545 0.022 -0.044 0.039 0.341
H 1.01047 -5.81100 -5.88540 -0.004 0.170 -0.035 0.371
H -0.23822 -6.12201 -4.72397 -0.086 0.075 0.185 0.231
H 1.73057 -3.00494 -5.34625 0.066 0.092 -0.065 0.298
H 0.46077 -2.35851 -6.39971 0.087 0.002 0.105 0.312
H 1.33410 -3.79844 -6.88711 -0.096 -0.198 0.064 0.369
H -2.46276 -6.26446 -4.36297 0.124 0.110 0.082 0.221
H -3.90942 -5.83471 -5.26592 0.178 0.258 -0.233 0.366
H -3.69888 -5.19835 -3.66673 0.156 -0.104 0.050 0.256
H -2.15340 -4.95817 -7.11899 0.004 -0.008 0.030 0.322
H -2.29702 -3.20384 -6.93868 0.088 -0.088 -0.003 0.326
H -3.73569 -4.19721 -6.84064 0.038 -0.003 0.069 0.407


79
Properties=species:S:1:pos:R:3:forces:R:3:mulliken_charge:R:1 method="wB97M-V/def2-TZVPD" charge=-1 e_above_lowest_ev=0.9291 orbital_gap_ev=10.3 homo_ev=-7.67
As 0.42449 -0.18787 0.28262 0.396 -0.857 0.497 2.105
F 1.10240 0.46094 -1.20617 -0.288 -0.097 0.249 -0.437
F 2.03947 -0.49373 0.84976 -0.243 0.397 -0.028 -0.565
F -0.19395 -0.80281 1.80054 -0.147 0.060 -0.380 -0.627
F -1.20231 0.08898 -0.31520 0.363 -0.026 0.181 -0.368
F 0.41133 -1.80022 -0.39343 -0.218 0.684 0.132 -0.524
F 0.38859 1.41482 1.01347 0.157 -0.431 -0.549 -0.453
C 1.28250 -4.33122 3.29062 0.305 0.020 0.607 -0.992
C 0.95549 -5.04420 1.99846 -0.007 0.200 -0.846 0.392
C -0.48665 -4.85301 1.56050 -0.881 0.880 0.413 -0.771
O 1.83799 -4.56868 0.97795 0.181 -0.042 0.083 -0.579
H 0.70794 -4.67290 4.15534 -0.150 -0.087 -0.167 0.382
H 1.12667 -3.25189 3.20056 -0.165 -0.033 -0.157 0.023
H 2.33665 -4.46676 3.54288 0.005 -0.067 -0.101 0.345
H 1.17054 -6.11504 2.03320 0.046 0.039 0.362 0.266
H -0.65160 -3.88601 1.07188 0.502 -0.017 -0.172 -0.117
H -1.14441 -4.73832 2.43049 -0.017 -0.565 0.042 0.337
H -0.88963 -5.60312 0.88303 0.200 -0.183 0.090 0.367
H 1.79312 -3.60304 0.99248 -0.061 -0.039 -0.235 0.321
C 2.46325 5.36850 3.35643 -0.504 -0.857 0.466 -1.356
C 3.05311 3.97464 3.22187 0.295 -0.548 -0.566 0.747
C 2.74709 3.33743 1.86909 0.340 -0.507 0.029 -0.885
O 4.48633 4.01030 3.42910 -0.110 0.498 -0.154 -0.603
H 2.67574 5.72278 4.36515 0.292 0.546 -0.266 0.340
H 1.37345 5.30286 3.29698 0.012 -0.161 -0.063 0.319
H 2.76689 6.00864 2.53100 0.401 0.212 0.271 0.340
H 2.70861 3.26934 3.98392 -0.691 0.440 0.078 0.046
H 1.68512 3.32241 1.63300 -0.032 0.117 0.131 0.047
H 3.08024 2.29588 1.89421 -0.129 -0.027 -0.033 0.181
H 3.29567 3.78250 1.03645 0.005 0.381 0.186 0.469
H 4.70280 3.23767 3.95094 0.160 -0.078 -0.024 0.346
C 0.65647 0.51385 -5.57093 -0.483 0.413 -0.190 -0.753
C 1.76327 -0.43965 -5.09955 0.066 1.730 -0.416 0.257
C 3.06922 0.30717 -4.80854 -0.026 -0.102 -0.077 -0.973
O 1.29480 -1.06608 -3.90911 0.467 -0.306 -0.823 -0.478
H 0.91006 1.36012 -6.21851 0.661 -0.217 0.037 0.364
H 0.20556 0.97664 -4.69045 -0.128 -0.040 -0.020 -0.036
H -0.12096 -0.00797 -6.13362 -0.085 -0.229 0.345 0.308
H 1.98521 -1.09493 -5.94230 -0.264 -0.865 0.551 0.325
H 2.94320 0.96371 -3.94420 0.073 -0.035 0.068 0.082
H 3.39334 0.93230 -5.64304 -0.144 -0.043 -0.100 0.406
H 3.86118 -0.41910 -4.62237 0.017 0.078 0.254 0.300
H 1.24589 -0.31824 -3.29956 -0.149 -0.416 0.424 0.179
C -4.00644 -2.19720 0.11201 -0.790 0.467 -0.861 -1.124
C -4.15672 -3.34098 -0.92147 0.672 1.047 -0.018 0.674
C -2.91618 -3.44388 -1.81271 0.601 -0.921 0.528 -0.957
O -4.35459 -4.58462 -0.27042 -0.106 -0.382 0.047 -0.584
H -4.79181 -2.21883 0.87553 0.330 -0.578 0.345 0.498
H -4.28963 -1.24814 -0.35851 0.460 -0.050 -0.382 0.176
H -2.99925 -2.08120 0.50667 -0.035 -0.250 0.247 0.209
H -5.01251 -3.10193 -1.56270 -0.179 -0.159 0.150 0.172
H -3.01050 -4.14060 -2.65001 -0.581 0.405 -0.244 0.367
H -2.12647 -3.96339 -1.25563 -0.005 0.423 0.378 0.135
H -2.51658 -2.48381 -2.12860 -0.252 0.051 -0.194 0.160
H -4.61430 -4.40160 0.63557 -0.043 -0.040 -0.009 0.328
C 0.22653 1.02301 4.58987 -0.100 0.139 -0.051 -0.447
O -0.16747 2.10014 3.74262 0.012 -0.462 -0.045 -0.501
H 0.44304 0.12742 4.00884 0.187 0.001 0.008 0.084
H 1.10315 1.32700 5.16596 0.078 -0.123 0.023 0.238
H -0.56848 0.75599 5.29125 -0.088 0.172 0.007 0.272
H -0.11704 1.75052 2.84081 -0.029 0.305 0.072 0.255
C 1.86966 3.60102 -1.84020 1.080 -0.972 -1.784 -0.615
O 0.85445 2.87615 -2.52570 -0.408 -0.199 0.324 -0.500
H 1.74816 3.76430 -0.77461 -0.501 0.299 -0.027 0.107
H 2.82257 3.06256 -1.98549 -0.062 -0.028 0.414 0.267
H 2.02143 4.46494 -2.49136 -0.239 0.545 0.796 0.397
H 0.84551 1.95332 -2.22429 0.050 0.492 0.218 0.315
C -2.89442 1.74872 1.93788 0.023 -0.101 0.824 -0.110
O -4.04160 1.62607 1.09789 0.502 -0.124 0.019 -0.596
H -2.24708 2.60031 1.71453 -0.100 -0.049 -0.447 0.272
H -3.20198 1.89536 2.97729 -0.266 0.000 -0.110 0.366
H -2.30392 0.83167 1.93554 0.099 0.077 -0.130 -0.211
H -3.79236 0.95145 0.45629 -0.247 0.185 -0.167 0.305
C -2.55555 1.23289 -3.25170 0.462 -0.212 -0.100 -0.420
O -2.84600 0.04763 -2.53384 -0.305 -0.174 0.029 -0.519
H -3.44517 1.86457 -3.29776 0.107 0.100 0.044 0.297
H -1.70923 1.77313 -2.81772 -0.223 0.177 0.133 0.087
H -2.24098 0.97573 -4.26936 -0.206 -0.012 -0.010 0.171
H -2.26240 -0.03445 -1.77136 0.082 0.129 -0.157 0.357


87
Properties=species:S:1:pos:R:3:forces:R:3:mulliken_charge:R:1 method="wB97M-V/def2-TZVPD" orbital_gap_ev=8.4 homo_ev=-8.29
C 0.51696 -3.69771 -0.54020 0.149 -0.405 0.391 -0.422
B -0.38342 -2.64727 0.25235 0.316 -0.087 0.516 1.086
O -0.32155 -2.69275 1.67680 0.311 0.847 -1.741 -0.770
C -1.32542 -1.53106 -0.42680 -1.537 1.345 -0.624 -0.247
C -2.79316 -1.61240 -0.23628 0.719 2.027 -1.405 -0.456
C -3.65177 -0.60262 -0.83778 1.631 0.696 -0.703 -0.637
C -3.11374 0.53049 -1.61828 1.819 -1.926 1.054 -0.669
C -1.67286 0.63065 -1.81971 -1.732 -2.053 1.657 -0.196
C -0.81916 -0.42670 -1.22956 -1.233 0.891 -0.243 0.462
S 0.97315 -0.25020 -1.57896 -0.788 0.772 0.340 -0.107
C 1.14432 1.57190 -1.49861 -0.881 0.912 -0.092 1.133
C 0.01482 2.35148 -2.01711 2.557 1.921 1.380 -0.302
C 0.15541 3.81558 -1.91543 2.088 -0.950 0.803 -0.569
C 1.36775 4.41993 -1.33992 0.750 -2.507 0.121 -0.224
C 2.50741 3.58761 -0.82361 -2.881 -0.807 -1.352 -0.914
C 2.36069 2.14602 -0.93352 -1.155 0.501 0.600 0.617
C 3.43716 1.13049 -0.47324 0.212 0.750 -2.482 -0.901
Cl 3.53999 0.58036 1.21621 -0.135 0.462 -1.109 -0.287
C 4.28546 0.65542 -1.44174 0.081 -0.108 1.693 0.817
C 5.39382 -0.39503 -1.21098 -0.958 -0.203 -1.033 -0.621
Cl 4.11665 1.28600 -3.12579 0.304 -0.629 1.369 -0.203
N -1.16644 1.74406 -2.60496 1.192 -0.871 0.335 -0.392
H -0.08592 -4.42808 -1.14441 0.569 0.790 0.291 0.257
H 1.08774 -4.31167 0.19691 -0.387 0.535 -0.800 0.292
H 1.27530 -3.18454 -1.18546 -0.830 -0.300 0.259 -0.138
H -0.43907 -1.76764 1.95530 -0.539 -0.483 0.261 0.195
H -3.28503 -2.41729 0.34575 0.595 0.656 -0.436 0.510
H -4.75984 -0.63506 -0.75202 1.007 -0.228 0.156 0.391
H -3.76454 1.29608 -2.08148 0.436 -0.610 0.452 0.425
H -0.60368 4.53021 -2.28244 0.310 -0.810 0.290 0.395
H 1.45302 5.52325 -1.28591 -0.145 -1.128 -0.026 0.261
H 3.41906 4.03432 -0.36870 -0.925 -0.358 -0.474 0.513
H 5.20624 -1.22585 -1.94912 0.351 0.837 0.685 0.290
H 6.41776 -0.00506 -1.41475 -0.887 -0.185 0.409 0.238
H 5.27285 -0.86115 -0.20653 0.223 0.625 -0.711 -0.037
H -0.83299 1.32398 -3.48307 -0.289 0.291 0.075 0.372
O 8.36590 0.04244 -2.25512 0.251 -0.054 -0.187 -0.643
H 8.99742 -0.68468 -2.23301 -0.011 0.034 0.057 0.304
H 8.25220 0.22582 -3.19432 -0.042 0.046 0.045 0.314
O 0.26282 -5.92220 1.43246 -0.180 -0.166 0.271 -0.640
H -0.65511 -6.21526 1.42167 0.014 0.008 0.078 0.310
H 0.23501 -5.08875 1.91908 -0.056 -0.049 0.020 0.299
O -5.35299 -3.06314 0.93095 0.152 -0.354 -0.068 -0.596
H -5.70511 -3.52151 1.70394 -0.125 0.367 0.140 0.332
H -6.13374 -2.67522 0.51628 -0.005 0.031 -0.180 0.225
O -0.69034 2.91605 1.39700 -0.050 -0.148 -0.076 -0.665
H -1.17846 2.11416 1.17866 -0.036 0.038 0.014 0.294
H -0.27557 3.17209 0.56067 0.033 0.088 0.103 0.350
O -3.57244 -5.42191 1.24017 0.293 0.018 0.090 -0.562
H -4.09640 -4.61374 1.14346 -0.048 -0.019 -0.202 0.302
H -3.28061 -5.61825 0.34454 -0.109 -0.026 0.001 0.324
O -6.56847 -2.57999 3.38701 -0.217 -0.200 0.338 -0.595
H -6.17878 -1.91677 3.96665 0.068 0.035 -0.140 0.289
H -6.97785 -3.20952 3.99188 -0.015 0.023 -0.032 0.302
O 4.06194 5.60527 -3.16320 0.079 -0.089 0.009 -0.628
H 4.90990 5.52026 -2.71517 -0.015 0.037 -0.033 0.306
H 3.81461 4.69714 -3.37317 -0.068 0.037 0.051 0.314
O -0.34599 6.73237 -0.70498 -0.565 0.042 -0.366 -0.589
H -0.21849 7.13432 0.15730 0.229 -0.065 -0.035 0.267
H 0.07044 7.35276 -1.31250 -0.004 0.068 0.122 0.302
O -8.06427 -2.30059 -0.23218 -0.122 -0.156 0.302 -0.617
H -8.41669 -2.76043 0.53863 0.036 0.017 -0.007 0.285
H -8.84095 -1.90830 -0.64830 0.202 0.064 -0.258 0.301
O 1.39279 -0.58066 4.02321 -0.128 0.016 -0.152 -0.616
H 0.91415 -1.38908 3.80915 0.109 -0.060 0.109 0.302
H 1.83317 -0.34401 3.20022 0.041 -0.029 -0.039 0.313
O 1.57112 3.34538 3.18576 0.222 -0.076 0.288 -0.610
H 0.62307 3.22795 3.03805 0.000 0.040 -0.268 0.294
H 1.92620 2.45017 3.13871 -0.050 0.104 -0.026 0.285
O 4.43075 -3.11573 -2.53316 -0.195 -0.113 -0.174 -0.637
H 3.53169 -2.80723 -2.36941 0.026 -0.021 0.051 0.302
H 4.36573 -3.59362 -3.36711 0.046 -0.019 0.044 0.295
O 1.58687 8.03855 0.82208 0.025 0.154 0.295 -0.636
H 2.41757 7.69878 1.17300 -0.033 -0.057 -0.044 0.312
H 1.05628 8.20880 1.60910 0.151 0.093 0.051 0.322
O -6.25190 -6.61703 1.83426 -0.109 -0.146 0.184 -0.605
H -5.39406 -6.71636 2.26398 0.106 0.162 -0.230 0.311
H -6.51816 -7.51812 1.62618 -0.059 0.058 -0.005 0.287
O -8.66659 -1.94889 -3.03313 0.004 -0.060 -0.169 -0.610
H -8.05055 -2.68970 -3.04455 0.001 0.041 0.170 0.315
H -8.81436 -1.74981 -3.96335 -0.058 0.062 0.059 0.292
O 6.90838 -2.10172 1.91738 -0.019 0.068 -0.099 -0.623
H 6.13278 -1.57822 1.68853 0.019 -0.027 0.093 0.331
H 7.48254 -2.01617 1.14924 -0.002 -0.023 0.039 0.317
O 3.27902 5.37851 4.84143 0.084 -0.110 0.015 -0.630
H 2.74626 4.61611 4.57584 -0.170 0.052 -0.189 0.341
H 4.18386 5.05306 4.81422 -0.019 0.053 0.033 0.302